The following is a DFT calculation (the ωB97M-V functional and the def2-TZVPD basis) of a molecular structure, C30H32F3O4SSb2Ti.

Structure (XYZ):
```
73
Properties=species:S:1:pos:R:3:forces:R:3
Ti 0.2747 0.3931 -1.9712 -0.3147 -0.1123 0.8089
C -1.7657 1.8092 0.7831 -0.0404 -0.0202 0.0737
C -2.6271 0.7104 0.1755 -0.0078 -0.0435 0.0016
C -2.0522 0.1948 -1.1459 0.3253 0.1952 -0.2365
Sb -1.2830 -2.0411 -1.3549 0.1881 -0.2880 -0.1514
C 0.4764 -2.1659 -0.1321 -0.0890 -0.1068 0.0503
C 0.5727 -3.1638 0.8359 -0.0190 -0.0057 0.0365
C 1.8091 -3.5055 1.3767 0.0579 0.0087 0.0028
C 2.9685 -2.8568 0.9751 -0.0414 0.0085 0.0058
C 2.9000 -1.8418 0.0275 -0.0035 0.0437 0.1524
C 1.6597 -1.5353 -0.5093 0.1245 0.2691 -0.3077
C -2.7233 -2.9283 -0.1180 -0.0776 0.1122 0.0173
C -2.7182 -2.7993 1.2721 0.1100 0.0555 0.0071
C -3.7049 -3.4273 2.0116 -0.0431 -0.0359 -0.0161
C -4.6839 -4.1809 1.3703 -0.0004 -0.0064 -0.0045
C -4.6793 -4.3149 -0.0104 -0.0095 -0.0019 0.0582
C -3.6982 -3.6866 -0.7635 0.0018 0.0586 -0.1514
Sb 0.2324 1.0915 0.8287 -0.0692 -0.0081 0.0604
C 0.4196 -0.0737 2.5526 0.1161 0.0358 0.0618
C -0.7193 -0.3565 3.3049 -0.1303 0.0423 -0.1495
C -0.5875 -1.0199 4.5144 0.0418 -0.0340 0.0360
C 0.6718 -1.3922 4.9689 0.0039 0.0115 -0.0114
C 1.8053 -1.0911 4.2239 -0.0307 -0.0227 0.0511
C 1.6849 -0.4283 3.0130 0.0669 0.0879 -0.1097
C 1.5347 2.7444 0.9259 -0.1026 0.0659 0.0405
C 1.1536 3.8118 1.7451 -0.0424 0.0601 -0.0347
C 2.0088 4.8915 1.9032 0.0326 -0.0078 -0.0224
C 3.2367 4.9094 1.2510 -0.0183 -0.0004 0.0079
C 3.6203 3.8483 0.4405 0.0106 0.0009 -0.0098
C 2.7733 2.7614 0.2761 0.0377 -0.0878 0.0145
H -2.0879 2.1048 1.7815 0.0195 -0.0474 0.0055
H -1.7684 2.7031 0.1547 0.0072 0.0056 0.0122
H -3.6227 1.1146 -0.0259 -0.0012 -0.0147 -0.0256
H -2.7790 -0.1162 0.8707 0.0177 -0.0143 0.0491
H -1.6577 1.0820 -1.6982 -0.1278 0.1409 -0.0122
H -2.8395 -0.1052 -1.8470 -0.0109 -0.0050 0.0261
H -0.3065 -3.7097 1.1544 0.0413 0.0045 -0.0336
H 1.8653 -4.3017 2.1076 -0.0034 0.0000 0.0014
H 3.9263 -3.1490 1.3844 0.0071 -0.0004 -0.0083
H 3.7948 -1.3377 -0.3135 0.0028 -0.0119 -0.0031
H 1.7474 -0.8365 -1.3766 0.1231 -0.3210 -0.1135
H -1.9371 -2.2450 1.7786 -0.0353 0.0443 0.0183
H -3.7107 -3.3419 3.0901 0.0130 0.0076 0.0014
H -5.4499 -4.6729 1.9546 -0.0008 0.0018 -0.0004
H -5.4373 -4.9078 -0.5035 0.0028 -0.0029 -0.0071
H -3.7038 -3.7968 -1.8417 -0.0056 -0.0046 0.0053
H -1.7057 -0.0471 2.9770 0.0133 -0.0082 0.0068
H -1.4644 -1.2270 5.1132 -0.0065 0.0008 -0.0032
H 0.7720 -1.8995 5.9191 -0.0015 -0.0025 0.0005
H 2.7849 -1.3589 4.5968 0.0065 0.0080 -0.0056
H 2.5761 -0.1719 2.4528 0.0008 -0.0060 0.0102
H 0.2038 3.8130 2.2681 -0.0032 -0.0181 -0.0094
H 1.7187 5.7175 2.5383 -0.0008 0.0001 0.0048
H 3.9011 5.7533 1.3808 0.0017 -0.0005 0.0013
H 4.5838 3.8595 -0.0516 0.0002 0.0066 0.0012
H 3.0986 1.9266 -0.3380 -0.0008 -0.0034 0.0055
C -0.0760 3.9464 -3.6559 0.0343 0.0135 -0.0319
C 1.1337 3.2585 -3.1029 -0.0916 -0.0918 0.0831
O 0.7109 2.3138 -1.9623 0.0027 -0.0434 -0.1309
H 0.2572 4.6078 -4.4588 0.0050 -0.0056 0.0002
H -0.5715 4.5636 -2.9076 -0.0092 -0.0098 0.0068
H -0.7824 3.2392 -4.0906 -0.0109 0.0059 0.0079
H 1.8493 3.9226 -2.6230 0.0002 0.0202 -0.0258
H 1.6452 2.6115 -3.8077 0.0237 0.0515 -0.0263
H 0.8690 2.7866 -1.1123 0.0934 0.0117 -0.0240
F 1.2098 -1.7455 -6.2843 0.0813 0.0374 -0.0652
C 0.4691 -1.7041 -5.2225 -0.0176 -0.0103 0.1796
F 0.9452 -2.4812 -4.2649 -0.0642 -0.0120 0.0023
F -0.7845 -1.9817 -5.4793 -0.0292 0.0065 0.0250
S 0.5167 0.0774 -4.5658 0.0598 0.0965 -0.0270
O 0.7060 0.9779 -5.6254 0.0373 0.0592 -0.0699
O 1.5548 0.1156 -3.4369 0.0212 -0.2494 -0.0207
O -0.7149 0.2850 -3.6974 -0.2729 0.0860 -0.0927
```
Positions in Å, forces in eV/Å.

For the LUMO energy (spin up / spin down), the calculation gives -11.2 / -11.2 eV. Its calculated total energy is -3489.994073 Eh. As for the energy above the lowest of the compared OMol25 structures with the same formula, charge and spin: 56.5 kcal per mole. As for the net charge: +3. For the frontier orbital gap (spin up / spin down), the calculation gives 5.94 / 5.95 eV.

The following is a DFT calculation (the ωB97M-V functional and the def2-TZVPD basis) of 2 unconnected molecules or ions with the total composition C2H7BrN.

Structure (XYZ):
```
11
Properties=species:S:1:pos:R:3:forces:R:3
C -0.6255 0.2205 -0.6793 -4.2589 -0.9263 -1.9809
C 0.6346 0.2708 -0.0636 2.0662 -1.4298 3.8274
N 1.5323 1.1911 -0.2282 0.0910 -1.4191 0.3145
Br -1.1328 -2.0689 2.0076 -1.7063 1.6012 -1.0976
H -1.0461 1.1270 -1.1522 0.5396 0.1754 0.7265
H -0.7437 -0.4310 -1.6018 0.8844 0.0249 1.0548
H -1.4248 -0.2540 0.0071 1.4403 0.9432 -0.9080
H 0.7649 -0.5278 0.8276 0.1564 1.8348 -2.2049
H -0.2992 -2.9145 2.6206 1.6983 -1.7357 1.2463
H 2.4651 1.2455 0.2131 -0.9335 -0.3355 -0.0914
H 1.3668 1.7941 -0.9906 0.0226 1.2669 -0.8865
```
Positions in Å, forces in eV/Å.

For the LUMO energy, the calculation gives -5.1 eV. Its calculated total energy is -2708.878226 Eh. As for the energy above the lowest of the compared OMol25 structures with the same formula, charge and spin: 5.9 kcal per mole. As for the net charge: +1. For the frontier orbital gap, the calculation gives 9.59 eV.

The following is a DFT calculation (the ωB97M-V functional and the def2-TZVPD basis) of a gas-phase ion, C3H6NO6S3 (charge -1).

Structure (XYZ):
```
19
Properties=species:S:1:pos:R:3:forces:R:3
C 3.3454 -0.2505 0.3884 0.1609 0.9695 -0.4716
C 2.1186 -0.6676 -0.5370 0.6951 -2.3167 -0.3260
O 1.9675 -1.8737 -0.8125 -0.0756 3.8451 0.7079
O 1.2754 0.3651 -1.0486 0.4872 -2.1587 2.2508
C -0.1085 -0.0083 -0.7596 -0.3561 -1.5525 -2.0342
S -1.0753 1.5230 -0.3512 0.4709 6.3062 -0.5236
O -0.0382 2.5924 -0.0279 -2.0388 -3.2128 0.0286
O -1.8097 2.0235 -1.5875 1.0431 -2.7789 2.5921
N -2.0753 1.3971 1.0223 0.5759 -3.1561 -2.4227
S -2.6249 -0.1906 1.2995 0.8352 1.5682 6.6398
O -3.8212 -0.0752 2.2344 2.0877 -0.2104 -3.4889
O -1.5791 -0.9865 2.0748 -1.7443 1.3058 -3.2618
S -3.3472 -1.1966 -0.3983 -0.4203 -0.4578 -0.7853
H 4.2942 -0.1557 -0.2535 -1.4865 -0.2039 0.7172
H 3.1771 0.7807 0.8505 0.0916 -1.5288 -0.5527
H 3.5793 -1.0387 1.1842 -0.7507 1.0644 -1.2841
H -0.2096 -0.8619 -0.0175 0.2228 1.4134 -0.4989
H -0.5235 -0.4066 -1.7575 0.3560 0.7943 1.5214
H -2.5449 -0.9700 -1.5031 -0.1539 0.3098 1.1920
```
Positions in Å, forces in eV/Å.

For the LUMO energy, the calculation gives 2.7 eV. Its calculated total energy is -1818.623422 Eh. As for the net charge: -1. For the frontier orbital gap, the calculation gives 8.51 eV.